A cluster of 9 separate species, C44H45N8O3PS in total at a distorted geometry. Source: the OMol25 dataset; level of theory: wB97M-V/def2-TZVPD.

Last column: Mulliken charge in e.
CARTESIAN COORDINATES (ANGSTROEM)
C  0.21759  2.54168  -6.48169  -0.199
C  0.35150  1.75890  -5.58620  -0.197
C  0.56085  0.75583  -4.55367  -0.304
O  1.34650  -0.35551  -5.02771  -0.296
C  2.67100  -0.23535  -4.93473  0.519
O  3.34259  -1.00025  -4.32476  -0.509
O  3.21195  0.77359  -5.67906  -0.205
P  4.03857  1.91510  -4.81140  0.303
S  3.94729  3.64096  -5.64334  -0.362
H  0.14727  2.99401  -7.43996  0.404
H  1.01156  1.18556  -3.66361  0.298
H  -0.40773  0.34738  -4.29341  0.299
H  5.34879  1.45772  -4.71318  0.100
H  3.48238  1.85813  -3.53114  0.096
N  -1.94824  4.08563  -3.91810  -0.506
C  -2.84492  3.20030  -3.48846  -0.428
C  -4.12670  3.08695  -4.00432  -0.186
C  -4.50123  3.94425  -5.02642  0.113
C  -3.58116  4.87091  -5.48729  -0.569
C  -2.32464  4.89748  -4.89960  -0.264
H  -2.51333  2.54760  -2.68741  0.396
H  -4.81039  2.34447  -3.61587  0.282
H  -5.49371  3.88733  -5.45740  0.401
H  -3.82809  5.55849  -6.28457  0.380
H  -1.57228  5.60532  -5.23164  0.378
N  -8.57841  3.87097  -5.33738  -0.224
C  -9.27056  3.44832  -4.27929  -0.275
C  -9.77300  4.29128  -3.29961  -0.410
C  -9.53788  5.65007  -3.42140  -0.224
C  -8.81624  6.10814  -4.51179  -0.558
C  -8.36660  5.18044  -5.43776  -0.351
H  -9.42820  2.37658  -4.21745  0.462
H  -10.33088  3.89960  -2.46120  0.319
H  -9.91102  6.33945  -2.67517  0.408
H  -8.60512  7.16021  -4.64388  0.376
H  -7.80052  5.49568  -6.30809  0.434
N  -11.33089  4.24535  -0.20245  -0.366
C  -11.12082  5.11387  0.78409  -0.135
C  -11.13631  4.77065  2.12691  -0.507
C  -11.38695  3.45137  2.46567  -0.146
C  -11.60919  2.53440  1.45205  -0.545
C  -11.56881  2.98134  0.14064  -0.055
H  -10.93102  6.13667  0.47759  0.342
H  -10.95634  5.51954  2.88540  0.344
H  -11.40828  3.14281  3.50266  0.368
H  -11.80881  1.49472  1.67038  0.340
H  -11.73459  2.29388  -0.68222  0.340
N  5.69755  1.15770  -1.91404  -0.246
C  4.96085  0.14722  -1.44944  -0.009
C  4.92058  -0.22321  -0.11419  -0.708
C  5.68974  0.49087  0.78771  0.101
C  6.46123  1.54354  0.32255  -0.580
C  6.42909  1.83545  -1.03230  -0.326
H  4.37755  -0.39002  -2.19099  0.334
H  4.30551  -1.04903  0.21408  0.431
H  5.68364  0.22719  1.83673  0.286
H  7.07633  2.12724  0.99333  0.377
H  7.01616  2.65225  -1.43772  0.361
N  4.81455  -2.25375  2.74264  -0.373
C  4.96610  -3.48411  2.25770  0.041
C  5.56785  -4.51868  2.95745  -0.696
C  6.04258  -4.26186  4.23303  -0.099
C  5.89452  -2.98725  4.75367  -0.475
C  5.27575  -2.02518  3.97116  -0.273
H  4.58454  -3.64457  1.25482  0.324
H  5.66132  -5.49905  2.51130  0.357
H  6.52112  -5.04051  4.81341  0.429
H  6.25469  -2.74500  5.74436  0.406
H  5.13909  -1.01529  4.34379  0.369
N  -6.63022  -0.65019  -4.39248  -0.571
C  -6.79126  -1.68930  -5.20766  -0.355
C  -7.49362  -1.62802  -6.40202  -0.217
C  -8.06400  -0.41975  -6.76922  -0.643
C  -7.90940  0.67354  -5.93217  -0.065
C  -7.18418  0.50225  -4.76254  -0.179
H  -6.33156  -2.61647  -4.88312  0.357
H  -7.58881  -2.50590  -7.02622  0.365
H  -8.61965  -0.33064  -7.69389  0.396
H  -8.33151  1.63855  -6.17640  0.503
H  -7.03584  1.33465  -4.08190  0.482
N  9.15893  -3.18729  6.60786  -0.496
C  9.39267  -4.48695  6.77854  -0.083
C  10.21163  -5.23712  5.94803  -0.518
C  10.82041  -4.60329  4.87754  -0.322
C  10.58636  -3.25187  4.68356  -0.386
C  9.75188  -2.59412  5.57419  -0.204
H  8.89154  -4.95074  7.61977  0.480
H  10.36428  -6.29048  6.13802  0.392
H  11.46574  -5.15325  4.20482  0.394
H  11.03886  -2.71717  3.86007  0.381
H  9.54373  -1.53610  5.45746  0.386
N  7.40076  -6.74852  9.24493  -0.372
C  6.64909  -7.75077  9.69316  -0.240
C  6.58778  -8.12758  11.02617  -0.440
C  7.35233  -7.42674  11.94463  -0.144
C  8.14179  -6.38180  11.49440  -0.667
C  8.12721  -6.08557  10.14027  0.091
H  6.06821  -8.27497  8.94246  0.362
H  5.95660  -8.94950  11.33398  0.341
H  7.33292  -7.69073  12.99398  0.381
H  8.75502  -5.80776  12.17484  0.330
H  8.72699  -5.27218  9.74715  0.345

The SMILES is C#CCOC(=O)O[PH2]=S.c1ccncc1.c1ccncc1.c1ccncc1.c1ccncc1.c1ccncc1.c1ccncc1.c1ccncc1.c1ccncc1. The total energy comes out at -3106.85655 Eh. Its spin multiplicity is 1. As for the largest force on an atom: 1.62 eV Å⁻¹. As for the HOMO energy: -8.63 eV. The value obtained for the gap between HOMO and LUMO is 9.350 eV.